The following is a quantum chemistry calculation of C18H38BrNO11PS2 as an isolated structure, from OMol25.

Positions of all 72 atoms, in Å:
O  -0.673665  -0.638897  -1.672014
S  -1.865233  -0.629622  -0.793063
O  -3.042560  0.017944  -1.331875
N  -2.059630  -2.056486  -0.153124
S  -2.745265  -3.305973  -0.852520
O  -3.935743  -2.964987  -1.616667
O  -2.821166  -4.373534  0.139055
P  -1.435758  -4.058336  -2.457811
O  -1.107779  -2.694448  -3.224148
Br  0.400595  -4.367861  -1.181474
H  -1.483558  0.034314  0.306328
H  -0.818059  -1.905924  -2.677967
C  -3.903448  1.073031  2.376595
C  -2.898084  2.167037  2.106462
O  -2.150777  2.105441  1.161579
C  -2.847291  3.307072  3.094253
H  -3.831299  0.310282  1.604052
H  -3.717481  0.628435  3.356511
H  -4.913484  1.487808  2.390952
H  -2.589293  2.913290  4.080052
H  -3.817127  3.801060  3.169707
H  -2.088253  4.024967  2.790657
C  0.255405  -2.967286  2.335515
C  0.786773  -1.568150  2.186087
O  0.059045  -0.635191  1.936651
C  2.277899  -1.376123  2.349037
H  -0.818641  -2.977189  2.163666
H  0.727950  -3.621456  1.603292
H  0.496070  -3.350750  3.331052
H  2.806495  -1.988398  1.615822
H  2.590323  -1.712302  3.340372
H  2.547020  -0.330331  2.210216
C  2.499207  2.497691  -1.553522
C  2.394259  2.241320  -0.072674
O  3.346995  2.301485  0.676588
C  1.004710  1.900789  0.387901
H  3.517737  2.753447  -1.840534
H  2.172898  1.606591  -2.092964
H  1.821784  3.301590  -1.837520
H  0.634344  1.027896  -0.154207
H  0.330694  2.729706  0.161729
H  0.976469  1.690527  1.452947
C  -0.575590  3.541848  -5.914181
C  -0.401069  3.450486  -4.415961
O  0.637901  3.758522  -3.879440
C  -1.579432  2.938286  -3.627490
H  0.337988  3.915022  -6.371081
H  -0.817573  2.558162  -6.319988
H  -1.407733  4.206853  -6.152696
H  -1.849417  1.934625  -3.960822
H  -2.447272  3.580941  -3.789868
H  -1.337795  2.905200  -2.568156
C  -1.247142  0.581460  6.035887
C  -0.832948  1.959744  6.490692
O  -1.635569  2.853920  6.625580
C  0.640143  2.167710  6.745193
H  -2.323050  0.550541  5.880965
H  -0.735474  0.324108  5.106007
H  -0.961695  -0.162080  6.782388
H  1.207187  1.954848  5.837209
H  0.988039  1.478465  7.516924
H  0.819672  3.193370  7.057869
C  3.780593  -3.122911  -4.439482
C  3.119461  -4.482259  -4.477528
O  1.944995  -4.618131  -4.254126
C  4.015468  -5.659603  -4.798438
H  3.038775  -2.367134  -4.193078
H  4.576869  -3.113331  -3.692623
H  4.234727  -2.896853  -5.406634
H  4.819350  -5.730570  -4.063267
H  4.477933  -5.524133  -5.778238
H  3.429578  -6.575585  -4.790613

Atoms 1-3, force components in eV/Å:
O -0.308 0.343 0.083
S 0.041 -0.090 -0.258
O 0.445 -0.160 0.112

## Properties
* LUMO energy: 2.30 eV
* electronic energy: -144299.3833 eV
* orbital gap: 7.8450 eV
* charge: -1

Results of the Löwdin charge analysis, in e, for atoms 1 through 2:
1 O -0.41
2 S 0.53